Entry 1:
Here is a cluster of 11 separate species, C34H88BrNO12 in total at a distorted geometry from OMol25. Energies are from wB97M-V/def2-TZVPD.

Bonds (Å) are listed after each position.
CARTESIAN COORDINATES (ANGSTROEM)
1 C -3.58111 -6.80925 1.23766  C2 1.541, H19 1.084, H20 1.086, H21 1.086
2 C -3.43294 -5.28608 1.41484  C1 1.541, C3 1.540, H22 1.083, H23 1.088
3 C -2.50165 -4.69597 0.33990  C2 1.540, C4 1.518, H24 1.090, H25 1.083
4 C -1.03676 -4.88435 0.69230  C3 1.518, C5 1.537, H26 1.091, H27 1.089
5 C -0.54893 -3.88900 1.75662  C4 1.537, C6 1.540, H28 1.087, H29 1.089
6 C 0.98128 -3.72500 1.71016  C5 1.540, C7 1.525, H30 1.091, H31 1.084
7 C 1.31345 -2.51153 0.84915  C6 1.525, C8 1.527, H32 1.090, H33 1.089
8 C 2.80625 -2.20050 0.75974  C7 1.527, C9 1.539, H34 1.086, H35 1.089
9 C 3.34521 -1.69776 2.11092  C8 1.539, C10 1.540, H36 1.090, H37 1.087
10 C 4.47457 -0.65742 1.99140  C9 1.540, C11 1.527, H38 1.090, H39 1.087
11 C 4.12537 0.59532 2.79122  C10 1.527, C12 1.541, H40 1.089, H41 1.086
12 C 5.18056 1.71244 2.66972  C11 1.541, C13 1.536, H42 1.084, H43 1.084
13 C 5.35469 2.50916 3.97167  C12 1.536, N14 1.477, H44 1.082, H45 1.087
14 N 6.60556 2.15522 4.67322  C13 1.477, Br15 1.895, C16 1.410
15 Br 6.58701 0.32813 5.17597  N14 1.895
16 C 6.87422 3.00221 5.76770  N14 1.410, O17 1.234, O18 1.376
17 O 6.52010 4.18374 5.78696  C16 1.234
18 O 7.65333 2.46091 6.76479  C16 1.376, H46 0.961
19 H -2.76026 -7.19883 0.64726  C1 1.084
20 H -3.60712 -7.29926 2.20690  C1 1.086
21 H -4.52361 -7.02853 0.74508  C1 1.086
22 H -4.38609 -4.77405 1.37903  C2 1.083
23 H -2.96475 -5.07274 2.37378  C2 1.088
24 H -2.71743 -5.21576 -0.59346  C3 1.090
25 H -2.72938 -3.65226 0.16019  C3 1.083
26 H -0.91058 -5.88956 1.09801  C4 1.091
27 H -0.38338 -4.76539 -0.17013  C4 1.089
28 H -0.89528 -4.21887 2.73278  C5 1.087
29 H -0.99837 -2.92395 1.52726  C5 1.089
30 H 1.37559 -4.60002 1.19123  C6 1.091
31 H 1.41374 -3.64755 2.70154  C6 1.084
32 H 0.90092 -2.64786 -0.15076  C7 1.090
33 H 0.80537 -1.65145 1.28257  C7 1.089
34 H 3.34854 -3.08005 0.42546  C8 1.086
35 H 2.91092 -1.37253 0.05962  C8 1.089
36 H 2.50869 -1.23312 2.63212  C9 1.090
37 H 3.64789 -2.52909 2.74277  C9 1.087
38 H 5.39379 -1.06562 2.41236  C10 1.090
39 H 4.65551 -0.39763 0.95201  C10 1.087
40 H 3.17405 0.96219 2.40902  C11 1.089
41 H 3.97000 0.33008 3.83315  C11 1.086
42 H 4.80672 2.41794 1.93689  C12 1.084
43 H 6.14067 1.31153 2.36679  C12 1.084
44 H 5.47046 3.55593 3.72193  C13 1.082
45 H 4.49774 2.37946 4.62830  C13 1.087
46 H 7.06382 2.27954 7.50164  O18 0.961
47 C -3.63337 -3.08671 -4.29287  C48 1.518, H50 1.091, H51 1.091, H52 1.093
48 C -3.37747 -2.21661 -3.07588  C47 1.518, O49 1.430, H53 1.089, H54 1.087
49 O -2.47456 -2.85068 -2.16572  C48 1.430, H55 0.961
50 H -4.04051 -4.05277 -3.99031  C47 1.091
51 H -4.33352 -2.60622 -4.97739  C47 1.091
52 H -2.70196 -3.27801 -4.83186  C47 1.093
53 H -4.30286 -2.04193 -2.52901  C48 1.089
54 H -2.97331 -1.25244 -3.37530  C48 1.087
55 H -1.64663 -2.99499 -2.63110  O49 0.961
56 C -4.67467 2.20956 -2.96938  C57 1.518, H59 1.091, H60 1.091, H61 1.093
57 C -4.43380 1.66028 -4.36366  C56 1.518, O58 1.431, H62 1.088, H63 1.092
58 O -4.59738 0.23897 -4.39874  C57 1.431, H64 0.961
59 H -3.99227 1.74799 -2.25418  C56 1.091
60 H -4.53108 3.29061 -2.94472  C56 1.091
61 H -5.69266 1.98915 -2.63816  C56 1.093
62 H -3.41483 1.86565 -4.68609  C57 1.088
63 H -5.11346 2.12197 -5.08297  C57 1.092
64 H -5.49894 0.04316 -4.13041  O58 0.961
65 C 5.66218 2.08071 -2.74629  C66 1.517, H68 1.090, H69 1.091, H70 1.092
66 C 5.64323 2.28893 -1.24339  C65 1.517, O67 1.427, H71 1.089, H72 1.095
67 O 5.40702 1.06962 -0.54020  C66 1.427, H73 0.962
68 H 4.71831 1.65024 -3.08157  C65 1.090
69 H 5.82405 3.02304 -3.27123  C65 1.091
70 H 6.45794 1.38808 -3.02960  C65 1.092
71 H 4.83817 2.96624 -0.96159  C66 1.089
72 H 6.58894 2.72548 -0.90535  C66 1.095
73 H 6.11566 0.45948 -0.76408  O67 0.962
74 C -0.37367 0.55937 -1.13183  C75 1.519, H77 1.091, H78 1.092, H79 1.094
75 C -0.17215 1.50865 0.03614  C74 1.519, O76 1.426, H80 1.089, H81 1.096
76 O 0.76671 0.99359 0.97839  C75 1.426, H82 0.962
77 H -0.71763 -0.41303 -0.77714  C74 1.091
78 H -1.10806 0.95410 -1.83647  C74 1.092
79 H 0.56704 0.40095 -1.66637  C74 1.094
80 H -1.10618 1.64934 0.57808  C75 1.089
81 H 0.16794 2.48824 -0.31893  C75 1.096
82 H 1.60453 0.86984 0.52212  O76 0.962
83 C -5.51121 -1.84406 4.09479  C84 1.518, H86 1.091, H87 1.091, H88 1.093
84 C -4.65667 -1.58546 2.86655  C83 1.518, O85 1.428, H89 1.089, H90 1.092
85 O -5.13543 -2.31132 1.73412  C84 1.428, H91 0.960
86 H -5.52904 -2.90927 4.32775  C83 1.091
87 H -5.12853 -1.30216 4.96142  C83 1.091
88 H -6.54377 -1.52980 3.92060  C83 1.093
89 H -3.63338 -1.91623 3.03671  C84 1.089
90 H -4.63146 -0.51948 2.63247  C84 1.092
91 H -6.03272 -2.02315 1.55132  O85 0.960
92 C 2.51187 -8.08913 -1.74637  C93 1.518, H95 1.090, H96 1.091, H97 1.093
93 C 1.55289 -7.06792 -1.16247  C92 1.518, O94 1.427, H98 1.089, H99 1.095
94 O 1.67239 -5.80069 -1.80690  C93 1.427, H100 0.960
95 H 3.54015 -7.73801 -1.65676  C92 1.090
96 H 2.42285 -9.04850 -1.23472  C92 1.091
97 H 2.30960 -8.24598 -2.80868  C92 1.093
98 H 1.76705 -6.90384 -0.10764  C93 1.089
99 H 0.51901 -7.41953 -1.24672  C93 1.095
100 H 1.47157 -5.92613 -2.73750  O94 0.960
101 C -3.56747 1.46595 -8.81506  C102 1.517, H104 1.090, H105 1.091, H106 1.092
102 C -4.72162 1.96834 -7.96835  C101 1.517, O103 1.427, H107 1.089, H108 1.096
103 O -4.39747 3.19226 -7.31005  C102 1.427, H109 0.962
104 H -2.68211 1.31837 -8.19619  C101 1.090
105 H -3.81821 0.52095 -9.29937  C101 1.091
106 H -3.31201 2.19445 -9.58775  C101 1.092
107 H -4.96296 1.24794 -7.18760  C102 1.089
108 H -5.61454 2.11219 -8.58791  C102 1.096
109 H -4.19193 3.84084 -7.99017  O103 0.962
110 C 7.77968 5.65722 8.40454  C111 1.517, H113 1.088, H114 1.091, H115 1.091
111 C 7.96310 6.05989 9.85520  C110 1.517, O112 1.428, H116 1.089, H117 1.096
112 O 7.74329 4.96081 10.74048  C111 1.428, H118 0.960
113 H 6.77736 5.26603 8.24042  C110 1.088
114 H 7.93266 6.50611 7.73697  C110 1.091
115 H 8.48458 4.87145 8.12701  C110 1.091
116 H 7.24526 6.82895 10.13579  C111 1.089
117 H 8.96989 6.45928 10.02057  C111 1.096
118 H 8.38102 4.27840 10.51778  O112 0.960
119 C -4.19412 7.38450 -8.20709  C120 1.517, H122 1.090, H123 1.091, H124 1.092
120 C -3.98456 6.82499 -9.60145  C119 1.517, O121 1.429, H125 1.088, H126 1.094
121 O -4.17080 5.40850 -9.63709  C120 1.429, H127 0.962
122 H -3.50780 6.91466 -7.50220  C119 1.090
123 H -4.03107 8.46263 -8.18938  C119 1.091
124 H -5.21007 7.18433 -7.85882  C119 1.092
125 H -2.96673 7.00833 -9.93967  C120 1.088
126 H -4.67032 7.29652 -10.31195  C120 1.094
127 H -5.07634 5.23257 -9.36330  O121 0.962
128 C -3.91054 2.22584 5.24597  C129 1.518, H131 1.090, H132 1.091, H133 1.093
129 C -3.07869 2.47916 4.00214  C128 1.518, O130 1.426, H134 1.088, H135 1.095
130 O -3.58433 1.76893 2.87336  C129 1.426, H136 0.961
131 H -3.93650 1.15975 5.47335  C128 1.090
132 H -3.50275 2.75767 6.10655  C128 1.091
133 H -4.94165 2.55501 5.09520  C128 1.093
134 H -2.05696 2.13374 4.14846  C129 1.088
135 H -3.04706 3.55007 3.77505  C129 1.095
136 H -4.48255 2.07135 2.71639  O130 0.961

Its structure (SMILES) is CCCCCCCCCCCCCN(Br)C(=O)O.CCO.CCO.CCO.CCO.CCO.CCO.CCO.CCO.CCO.CCO. The calculation puts the HOMO energy at -9.713 eV.

Löwdin population analysis, charges in e, atoms 1 to 99: atom 1 (C): -0.10, atom 2 (C): -0.25, atom 3 (C): -0.23, atom 4 (C): -0.21, atom 5 (C): -0.20, atom 6 (C): -0.19, atom 7 (C): -0.23, atom 8 (C): -0.19, atom 9 (C): -0.20, atom 10 (C): -0.21, atom 11 (C): -0.23, atom 12 (C): -0.20, atom 13 (C): -0.25, atom 14 (N): -0.37, atom 15 (Br): 0.85, atom 16 (C): -0.61, atom 17 (O): 0.08, atom 18 (O): 0.01, atom 19 (H): 0.06, atom 20 (H): 0.06, atom 21 (H): 0.06, atom 22 (H): 0.08, atom 23 (H): 0.09, atom 24 (H): 0.10, atom 25 (H): 0.09, atom 26 (H): 0.11, atom 27 (H): 0.09, atom 28 (H): 0.10, atom 29 (H): 0.10, atom 30 (H): 0.10, atom 31 (H): 0.10, atom 32 (H): 0.11, atom 33 (H): 0.09, atom 34 (H): 0.11, atom 35 (H): 0.10, atom 36 (H): 0.10, atom 37 (H): 0.11, atom 38 (H): 0.10, atom 39 (H): 0.07, atom 40 (H): 0.10, atom 41 (H): 0.08, atom 42 (H): 0.10, atom 43 (H): 0.10, atom 44 (H): 0.12, atom 45 (H): 0.12, atom 46 (H): 0.11, atom 47 (C): -0.09, atom 48 (C): -0.32, atom 49 (O): -0.09, atom 50 (H): 0.07, atom 51 (H): 0.07, atom 52 (H): 0.07, atom 53 (H): 0.11, atom 54 (H): 0.09, atom 55 (H): 0.08, atom 56 (C): -0.08, atom 57 (C): -0.31, atom 58 (O): -0.10, atom 59 (H): 0.07, atom 60 (H): 0.08, atom 61 (H): 0.07, atom 62 (H): 0.12, atom 63 (H): 0.09, atom 64 (H): 0.08, atom 65 (C): -0.09, atom 66 (C): -0.31, atom 67 (O): -0.10, atom 68 (H): 0.07, atom 69 (H): 0.07, atom 70 (H): 0.07, atom 71 (H): 0.11, atom 72 (H): 0.11, atom 73 (H): 0.09, atom 74 (C): -0.08, atom 75 (C): -0.31, atom 76 (O): -0.09, atom 77 (H): 0.07, atom 78 (H): 0.06, atom 79 (H): 0.07, atom 80 (H): 0.11, atom 81 (H): 0.11, atom 82 (H): 0.07, atom 83 (C): -0.09, atom 84 (C): -0.31, atom 85 (O): -0.09, atom 86 (H): 0.07, atom 87 (H): 0.06, atom 88 (H): 0.07, atom 89 (H): 0.11, atom 90 (H): 0.09, atom 91 (H): 0.08, atom 92 (C): -0.09, atom 93 (C): -0.33, atom 94 (O): -0.09, atom 95 (H): 0.08, atom 96 (H): 0.07, atom 97 (H): 0.07, atom 98 (H): 0.11, atom 99 (H): 0.11

---

Entry 2:
Here is a cluster of 2 separate species, C27H27F3NO3S in total at a distorted geometry from OMol25. Energies are from wB97M-V/def2-TZVPD.

Bonds (Å) are listed after each position.
CARTESIAN COORDINATES (ANGSTROEM)
1 C 1.04363 -5.30147 4.65373  C2 1.509, H21 1.091, H22 1.094, H23 1.095
2 C 1.63152 -3.91521 4.55116  C1 1.509, O3 1.446, H24 1.098, H25 1.098
3 O 1.85960 -3.65625 3.14736  C2 1.446, C4 1.355
4 C 2.37152 -2.43097 2.87799  O3 1.355, C5 1.486, O20 1.215
5 C 2.44484 -2.27440 1.40206  C4 1.486, N6 1.279, H26 1.110
6 N 2.28140 -1.12626 0.86279  C5 1.279, C7 1.338
7 C 1.90682 -0.79819 -0.37904  N6 1.338, C8 1.461, C14 1.465
8 C 2.66315 0.27775 -1.01578  C7 1.461, C9 1.411, C13 1.405
9 C 2.69946 0.50364 -2.40803  C8 1.411, C10 1.390, H27 1.086
10 C 3.37171 1.60406 -2.92685  C9 1.390, C11 1.394, H28 1.089
11 C 4.12887 2.42620 -2.09333  C10 1.394, C12 1.401, H29 1.091
12 C 4.21666 2.13096 -0.72685  C11 1.401, C13 1.396, H30 1.088
13 C 3.47991 1.07219 -0.19358  C8 1.405, C12 1.396, H31 1.090
14 C 0.76398 -1.46724 -1.00455  C7 1.465, C15 1.414, C19 1.411
15 C 0.06180 -0.87805 -2.08121  C14 1.414, C16 1.391, H32 1.086
16 C -1.03905 -1.49886 -2.66184  C15 1.391, C17 1.397, H33 1.089
17 C -1.54130 -2.68315 -2.11818  C16 1.397, C18 1.396, H34 1.091
18 C -0.90257 -3.25582 -1.01734  C17 1.396, C19 1.393, H35 1.089
19 C 0.23428 -2.66245 -0.47319  C14 1.411, C18 1.393, H36 1.087
20 O 2.68509 -1.61462 3.72076  C4 1.215
21 H 0.69761 -5.48985 5.67154  C1 1.091
22 H 0.18971 -5.42830 3.98107  C1 1.094
23 H 1.78890 -6.07032 4.42347  C1 1.095
24 H 0.93667 -3.16121 4.94337  C2 1.098
25 H 2.58743 -3.85650 5.08789  C2 1.098
26 H 2.62377 -3.21742 0.84528  C5 1.110
27 H 2.19462 -0.18866 -3.07605  C9 1.086
28 H 3.30083 1.79999 -3.99529  C10 1.089
29 H 4.65954 3.28397 -2.50933  C11 1.091
30 H 4.85179 2.72558 -0.07424  C12 1.088
31 H 3.51896 0.84445 0.87184  C13 1.090
32 H 0.35000 0.10534 -2.44063  C15 1.086
33 H -1.51460 -1.04669 -3.53115  C16 1.089
34 H -2.42230 -3.16023 -2.55011  C17 1.091
35 H -1.27207 -4.17640 -0.56744  C18 1.089
36 H 0.68993 -3.12937 0.39572  C19 1.087
37 C -4.39250 1.99410 -0.48087  C38 1.520, H52 1.096, H53 1.098, H54 1.095
38 C -2.97314 1.57725 -0.13093  C37 1.520, C39 1.516, C40 1.536, O46 1.435
39 C -2.91035 0.07067 0.02506  C38 1.516, H55 1.099, H56 1.095, H57 1.098
40 C -1.96014 2.10359 -1.15860  C38 1.536, C41 1.391, C45 1.399
41 C -0.91380 2.94058 -0.78569  C40 1.391, C42 1.398, H58 1.094
42 C 0.06346 3.30789 -1.71541  C41 1.398, C43 1.395, H59 1.091
43 C -0.05830 2.90487 -3.04507  C42 1.395, C44 1.400, H60 1.088
44 C -1.15807 2.13369 -3.43972  C43 1.400, C45 1.391, H61 1.091
45 C -2.11850 1.76037 -2.50552  C40 1.399, C44 1.391, H62 1.093
46 O -2.71005 2.30879 1.07514  C38 1.435, S47 1.685
47 S -1.78977 1.76604 2.37827  O46 1.685, C48 1.838
48 C -2.43558 3.21450 3.30819  S47 1.838, F49 1.361, F50 1.358, F51 1.372
49 F -3.73715 3.49099 3.02232  C48 1.361
50 F -2.32808 3.04087 4.65078  C48 1.358
51 F -1.70210 4.31025 2.92753  C48 1.372
52 H -4.73731 1.49452 -1.39295  C37 1.096
53 H -5.05706 1.74989 0.35773  C37 1.098
54 H -4.42958 3.07622 -0.64279  C37 1.095
55 H -3.16750 -0.40832 -0.92989  C39 1.099
56 H -1.90459 -0.27563 0.28470  C39 1.095
57 H -3.62094 -0.27367 0.78862  C39 1.098
58 H -0.83935 3.30987 0.24089  C41 1.094
59 H 0.90550 3.91191 -1.37491  C42 1.091
60 H 0.69914 3.19461 -3.77002  C43 1.088
61 H -1.26407 1.82193 -4.47964  C44 1.091
62 H -3.00228 1.18793 -2.79919  C45 1.093

The calculation puts the relative energy (zero: lowest compared OMol25 entry of this formula, charge and spin) at 0.3462 eV. As for the net charge: -1. The calculation puts the HOMO energy at -2.081 eV.

From a natural (NBO) analysis of the wavefunction, the atomic charges in e read: atom 1 (C): -0.62, atom 2 (C): -0.07, atom 3 (O): -0.53, atom 4 (C): 0.73, atom 5 (C): -0.15, atom 6 (N): -0.37, atom 7 (C): 0.01, atom 8 (C): -0.05, atom 9 (C): -0.26, atom 10 (C): -0.21, atom 11 (C): -0.30, atom 12 (C): -0.23, atom 13 (C): -0.19, atom 14 (C): -0.06, atom 15 (C): -0.27, atom 16 (C): -0.21, atom 17 (C): -0.32, atom 18 (C): -0.23, atom 19 (C): -0.22, atom 20 (O): -0.63, atom 21 (H): 0.20, atom 22 (H): 0.21, atom 23 (H): 0.20, atom 24 (H): 0.19, atom 25 (H): 0.18, atom 26 (H): 0.15, atom 27 (H): 0.21, atom 28 (H): 0.19, atom 29 (H): 0.19, atom 30 (H): 0.20, atom 31 (H): 0.23, atom 32 (H): 0.22, atom 33 (H): 0.19, atom 34 (H): 0.19, atom 35 (H): 0.19, atom 36 (H): 0.21, atom 37 (C): -0.61, atom 38 (C): 0.25, atom 39 (C): -0.65, atom 40 (C): -0.04, atom 41 (C): -0.20, atom 42 (C): -0.21, atom 43 (C): -0.16, atom 44 (C): -0.24, atom 45 (C): -0.21, atom 46 (O): -0.69, atom 47 (S): 0.51, atom 48 (C): 0.82, atom 49 (F): -0.32, atom 50 (F): -0.32, atom 51 (F): -0.33, atom 52 (H): 0.21, atom 53 (H): 0.22, atom 54 (H): 0.22, atom 55 (H): 0.24, atom 56 (H): 0.24, atom 57 (H): 0.21, atom 58 (H): 0.23, atom 59 (H): 0.22, atom 60 (H): 0.21, atom 61 (H): 0.21, atom 62 (H): 0.21

---

Entry 3:
Here is a cluster of 2 separate species, O3S2 in total from OMol25. Energies are from wB97M-V/def2-TZVPD.

Bonds (Å) are listed after each position.
CARTESIAN COORDINATES (ANGSTROEM)
1 O 1.93545 -1.21043 0.06329  S4 1.435
2 O -4.46905 0.18069 0.17615  S5 1.466
3 O 3.03764 0.96080 0.17715  S4 1.434
4 S 2.09796 0.10470 -0.48632  O1 1.435, O3 1.434
5 S -3.10812 0.03347 -0.34859  O2 1.466

The calculation puts the relative energy (zero: lowest compared OMol25 entry of this formula, charge and spin) at 0.2288 eV. The calculation puts the HOMO energy (spin up / spin down) at -9.462 / -9.460 eV.

From a natural (NBO) analysis of the wavefunction, the atomic charges in e read: atom 1 (O): -0.82, atom 2 (O): -0.68, atom 3 (O): -0.82, atom 4 (S): 1.64, atom 5 (S): 0.68